Formula: C44H77BrClN10O4PS
Source: OMol25
Level of theory: ωB97M-V/def2-TZVPD

Computed properties:
Energy relative to the best compared isomer or geometry (same formula, charge and spin) (kcal/mol): 0.00
HOMO level (eV): -8.39
Maximum force (eV/A): 3.35
Frontier orbital gap (eV): 8.42
Electronic energy (eV): -172655.519

ORCA input file:
```
! RIJCOSX wB97M-V def2-TZVPD def2/J DEFGRID3
* xyz 0 1
O 1.326 -3.890 3.376
C 2.022 -3.908 2.376
O 2.929 -4.666 2.086
N 1.842 -2.817 1.291
C 3.036 -1.925 1.393
C 2.808 -0.457 0.944
P 3.856 0.594 2.124
O 3.665 2.166 1.621
Cl 2.972 0.381 4.018
O 1.461 0.014 1.049
C 0.546 -0.891 0.492
Br 0.919 -1.344 -1.388
C 0.528 -2.135 1.384
C -0.569 -3.168 1.052
C -1.892 -2.593 0.505
C -2.889 -2.077 1.592
S -2.148 -1.840 3.268
H 1.907 -3.326 0.408
H 3.481 -2.001 2.392
H 3.793 -2.349 0.724
H 3.228 -0.307 -0.061
H 2.708 2.350 1.535
H -0.419 -0.385 0.539
H 0.412 -1.776 2.414
H -0.744 -3.805 1.925
H -0.158 -3.838 0.274
H -1.778 -1.810 -0.252
H -2.396 -3.423 -0.009
H -3.749 -2.754 1.621
H -3.297 -1.113 1.259
H -2.539 -0.598 3.595
C 2.182 -3.056 -4.798
C 2.347 -4.480 -5.315
C 1.029 -5.084 -5.807
C 0.050 -5.133 -4.707
N -0.706 -5.167 -3.843
H 1.518 -3.023 -3.933
H 3.144 -2.651 -4.485
H 1.774 -2.401 -5.572
H 2.765 -5.101 -4.521
H 3.067 -4.483 -6.136
H 1.191 -6.096 -6.178
H 0.613 -4.488 -6.621
C -7.860 -1.339 3.097
C -6.701 -0.353 3.137
C -6.452 0.331 1.788
C -6.126 -0.672 0.762
N -5.872 -1.460 -0.036
H -7.664 -2.158 2.404
H -8.017 -1.778 4.079
H -8.787 -0.846 2.793
H -5.798 -0.880 3.455
H -6.906 0.413 3.888
H -5.621 1.034 1.869
H -7.334 0.888 1.466
C -8.108 0.287 -4.758
C -6.837 0.183 -3.923
C -7.113 -0.127 -2.447
C -7.928 0.940 -1.842
N -8.563 1.772 -1.369
H -8.744 1.106 -4.419
H -7.861 0.478 -5.803
H -8.686 -0.639 -4.710
H -6.280 1.118 -4.005
H -6.203 -0.604 -4.335
H -6.181 -0.204 -1.899
H -7.643 -1.075 -2.346
C -0.263 1.341 -6.070
C -0.506 0.462 -4.848
C -1.527 -0.652 -5.105
C -2.831 -0.080 -5.478
N -3.845 0.373 -5.769
H -1.171 1.864 -6.374
H 0.489 2.099 -5.850
H 0.091 0.749 -6.916
H -0.847 1.089 -4.021
H 0.439 0.010 -4.539
H -1.655 -1.260 -4.208
H -1.186 -1.306 -5.910
C 1.861 -1.862 6.696
C 0.953 -1.207 7.733
C -0.460 -1.798 7.743
C -1.097 -1.605 6.432
N -1.583 -1.448 5.403
H 1.490 -1.709 5.681
H 2.863 -1.433 6.744
H 1.945 -2.937 6.870
H 0.902 -0.133 7.536
H 1.394 -1.329 8.725
H -1.071 -1.312 8.504
H -0.427 -2.865 7.966
C 7.814 3.253 -0.210
C 7.655 3.385 1.301
C 8.311 2.236 2.074
C 7.700 0.951 1.696
N 7.215 -0.044 1.392
H 7.325 2.353 -0.587
H 7.358 4.106 -0.716
H 8.868 3.215 -0.493
H 6.591 3.432 1.544
H 8.101 4.328 1.625
H 8.182 2.382 3.146
H 9.381 2.193 1.865
C 2.957 6.249 -0.508
C 2.956 5.074 -1.476
C 1.549 4.544 -1.777
C 0.910 4.071 -0.539
N 0.421 3.700 0.429
H 2.555 5.968 0.468
H 3.974 6.606 -0.350
H 2.364 7.078 -0.898
H 3.568 4.269 -1.062
H 3.424 5.385 -2.412
H 1.602 3.715 -2.483
H 0.929 5.325 -2.220
C -6.697 -5.474 1.210
C -5.420 -5.559 2.038
C -5.683 -5.887 3.512
C -6.519 -4.842 4.127
N -7.170 -4.020 4.593
H -7.349 -4.671 1.559
H -6.460 -5.268 0.166
H -7.255 -6.412 1.252
H -4.884 -4.610 1.963
H -4.770 -6.328 1.616
H -4.741 -5.948 4.058
H -6.193 -6.847 3.606
C 7.928 8.918 -0.641
C 8.014 7.473 -1.120
C 7.517 7.290 -2.559
C 6.104 7.689 -2.668
N 5.002 8.002 -2.745
H 6.896 9.273 -0.625
H 8.318 9.006 0.373
H 8.509 9.580 -1.286
H 7.432 6.838 -0.447
H 9.051 7.137 -1.060
H 7.611 6.247 -2.860
H 8.108 7.895 -3.248
*
```